The following is a DFT calculation (ωB97M-V/def2-TZVPD) of a 2-piece molecular cluster, C9H9NOS2 overall in a non-equilibrium geometry.

Results
energy above the lowest of the compared OMol25 structures with the same formula, charge and spin = 62.7 kcal/mol
Kohn-Sham gap (alpha / beta) = 6.14 / 6.14 eV
net charge = 0
multiplicity = 1
HOMO energy (alpha / beta) = -7.6 / -7.6 eV
max |F| = 6.229 eV/A
electronic energy = -34683.1467 eV

Geometry (Å):
C 3.0178 1.3516 0.5374
C 2.8774 -0.0034 0.7002
C 1.9788 2.1175 -0.0647
C 1.8223 -0.6893 0.3564
C 0.8648 1.4874 -0.4070
C 0.7214 0.0540 -0.2465
C -0.8986 -1.7228 -0.6964
C -2.0697 1.0217 -0.1607
C -2.3948 -1.8061 -0.8853
N -0.4803 -0.3847 -0.6107
O -0.1654 -2.7067 -0.5047
S -2.9679 1.5941 -1.3317
S -2.2288 1.0285 1.5580
H 3.9629 1.8674 0.7411
H 3.7432 -0.5558 1.1726
H 2.0172 3.1916 -0.1027
H 1.7097 -1.7180 0.3003
H 0.1151 2.0773 -0.9863
H -2.5378 -1.1289 -1.7988
H -2.6346 -2.8237 -1.1649
H -3.0825 -1.5742 -0.1245
H -3.4434 1.6385 1.3448